{"formula": "C6H13NP2", "method": "the ωB97M-V functional and the def2-TZVPD basis", "de_lowest_kj_mol": 454.7, "symbols": ["C", "C", "C", "C", "C", "C", "N", "P", "P", "H", "H", "H", "H", "H", "H", "H", "H", "H", "H", "H", "H", "H"], "coordinates": [[-1.27, 1.14, -0.08], [-2.14, 0.35, 0.49], [0.10, -1.26, -0.78], [2.35, -0.11, -0.34], [0.82, -0.43, 1.59], [0.89, -0.22, 0.08], [0.11, 1.03, -0.27], [1.10, 2.50, -0.44], [-3.85, 0.00, 0.49], [-1.53, 2.17, -0.25], [-0.28, -0.90, -1.83], [0.59, -2.21, -0.79], [-0.81, -1.35, -0.27], [2.37, 0.34, -1.41], [2.60, -1.19, -0.50], [3.16, 0.51, 0.26], [-0.28, -0.27, 2.10], [1.41, -1.35, 1.85], [1.29, 0.54, 1.93], [1.49, 2.11, -1.70], [-4.30, -0.10, -0.88], [-3.79, -1.31, 0.72]], "lowdin_charge": [-0.336, -0.402, -0.045, -0.140, -0.063, -0.673, -0.400, 0.883, 0.738, 0.076, 0.135, 0.067, 0.026, 0.066, 0.090, 0.113, 0.123, 0.098, 0.077, -0.170, -0.103, -0.160]}

---

{"formula": "C6H13NS", "method": "the ωB97M-V functional and the def2-TZVPD basis", "de_lowest_kj_mol": 162.8, "smiles": "CCCN(C=S)CC", "symbols": ["C", "C", "C", "N", "C", "S", "C", "C", "H", "H", "H", "H", "H", "H", "H", "H", "H", "H", "H", "H", "H"], "coordinates": [[-1.33, -0.40, 1.28], [-1.63, -1.28, -0.04], [-0.71, -0.62, -1.10], [0.63, -0.28, -0.63], [1.46, -1.17, -0.16], [3.02, -1.07, 0.31], [1.07, 1.11, -0.84], [0.91, 1.91, 0.50], [-1.53, 0.73, 1.04], [-2.06, -0.62, 2.07], [-0.24, -0.44, 1.48], [-1.46, -2.37, 0.04], [-2.73, -1.08, -0.31], [-0.54, -1.25, -2.04], [-1.23, 0.39, -1.28], [0.84, -2.10, -0.05], [2.20, 1.01, -0.96], [0.73, 1.56, -1.85], [1.39, 1.18, 1.36], [1.42, 2.88, 0.50], [-0.20, 1.91, 0.68]], "lowdin_charge": [-0.088, -0.203, -0.192, -0.260, -0.761, 0.612, -0.249, -0.086, 0.081, 0.062, 0.054, 0.090, 0.125, 0.140, 0.138, 0.093, 0.077, 0.144, 0.111, 0.070, 0.040]}

---

{"formula": "C6H13NS", "method": "the ωB97M-V functional and the def2-TZVPD basis", "de_lowest_kj_mol": 374.4, "smiles": "C/C=C\\[C@@H](S)CNC", "symbols": ["C", "C", "C", "C", "S", "C", "N", "C", "H", "H", "H", "H", "H", "H", "H", "H", "H", "H", "H", "H", "H"], "coordinates": [[-1.38, 1.23, 2.48], [0.18, 1.43, 2.12], [1.02, 0.72, 1.26], [0.68, -0.02, 0.11], [-0.08, -1.78, 0.15], [-0.23, 0.80, -0.97], [-0.59, -0.12, -2.17], [0.71, -0.29, -2.84], [-1.36, 0.96, 3.57], [-1.90, 2.13, 2.21], [-1.91, 0.75, 1.69], [0.71, 2.00, 2.87], [2.15, 0.97, 1.24], [1.70, -0.05, -0.37], [-1.05, -1.57, 0.97], [0.23, 1.69, -1.49], [-1.16, 1.11, -0.32], [-0.96, -0.98, -1.74], [1.55, -0.84, -2.26], [0.51, -0.68, -3.73], [1.05, 0.75, -2.75]], "lowdin_charge": [-0.077, -0.088, -0.197, -0.603, 0.777, -0.205, -0.161, -0.145, 0.094, 0.055, 0.024, 0.074, 0.130, 0.092, -0.190, 0.113, 0.116, 0.003, 0.094, 0.023, 0.071]}

---

{"formula": "C6H13NS", "method": "the ωB97M-V functional and the def2-TZVPD basis", "de_lowest_kj_mol": 225.7, "smiles": "C[C@@H]1[C@@H](C)CSN1C", "symbols": ["C", "C", "C", "C", "C", "S", "N", "C", "H", "H", "H", "H", "H", "H", "H", "H", "H", "H", "H", "H", "H"], "coordinates": [[1.57, -1.13, -0.36], [0.44, -0.11, 0.03], [-1.02, -0.65, 0.00], [-1.35, -1.49, 1.18], [-1.90, 0.66, -0.01], [-1.03, 1.64, -1.29], [0.52, 1.04, -0.77], [1.53, 1.99, -0.46], [1.43, -1.31, -1.44], [1.51, -1.88, 0.21], [2.61, -0.61, -0.37], [0.70, 0.07, 1.10], [-1.24, -1.25, -0.91], [-1.42, -1.01, 2.13], [-0.41, -2.21, 1.09], [-2.31, -2.00, 0.96], [-2.81, 0.43, -0.67], [-2.27, 1.15, 0.84], [1.44, 2.78, -1.08], [1.50, 2.32, 0.51], [2.50, 1.56, -0.67]], "lowdin_charge": [-0.022, -0.428, -0.416, -0.085, -0.402, 0.904, -0.499, -0.133, 0.097, -0.026, 0.109, 0.150, 0.150, 0.071, 0.121, 0.092, 0.081, 0.058, 0.036, 0.059, 0.082]}

---

{"formula": "C6H13NS3", "method": "the ωB97M-V functional and the def2-TZVPD basis", "de_lowest_kj_mol": 0.0, "smiles": "CC[C@H](C)[C@H](SS)C(N)=S", "symbols": ["C", "C", "C", "C", "C", "S", "S", "C", "N", "S", "H", "H", "H", "H", "H", "H", "H", "H", "H", "H", "H", "H", "H"], "coordinates": [[-0.45, 0.50, -2.12], [-0.71, -0.75, -1.20], [-0.43, -0.41, 0.35], [-1.41, 0.65, 1.00], [1.03, 0.07, 0.48], [2.09, -1.10, -0.33], [3.95, -0.39, 0.27], [1.45, 0.12, 2.00], [1.90, -1.01, 2.62], [1.51, 1.66, 2.74], [-0.46, 0.27, -3.24], [-1.01, 1.47, -1.86], [0.54, 0.82, -1.95], [-1.72, -0.86, -1.38], [-0.11, -1.69, -1.49], [-0.37, -1.35, 0.89], [-1.45, 1.45, 0.30], [-2.40, 0.27, 1.06], [-1.06, 1.08, 1.91], [1.05, 1.12, 0.28], [3.96, 0.63, -0.59], [2.25, -1.80, 2.08], [2.41, -0.81, 3.58]], "lowdin_charge": [-0.112, -0.212, -0.353, -0.035, -0.700, 0.557, 0.398, -0.884, 0.018, 0.597, 0.096, 0.094, 0.014, 0.059, 0.100, 0.111, 0.055, 0.071, 0.028, 0.073, -0.179, 0.046, 0.157]}

---

{"formula": "C6H13O", "method": "the ωB97M-V functional and the def2-TZVPD basis", "de_lowest_kj_mol": 512.2, "charge": -1, "symbols": ["C", "O", "C", "C", "C", "C", "C", "H", "H", "H", "H", "H", "H", "H", "H", "H", "H", "H", "H", "H"], "coordinates": [[1.07, -1.77, 2.75], [1.89, -0.79, 2.34], [-2.03, 1.26, -0.93], [-0.78, 0.81, -1.55], [-1.89, -0.02, -2.30], [0.10, 0.14, -0.46], [1.35, 0.96, -0.20], [1.55, -2.80, 2.78], [0.18, -1.96, 2.08], [-2.75, 1.89, -1.48], [0.64, -1.65, 3.79], [-0.20, 1.36, -2.29], [-2.98, 0.05, -2.21], [-1.79, -1.11, -2.13], [-1.66, -0.01, -3.36], [-0.49, 0.06, 0.45], [0.30, -0.87, -0.84], [1.53, 1.76, -0.93], [2.27, 0.38, -0.19], [1.22, 1.53, 0.72]], "lowdin_charge": [-0.535, -0.427, 0.049, -0.403, -0.151, -0.233, -0.126, 0.018, 0.017, 0.007, 0.019, 0.120, 0.086, 0.094, 0.087, 0.092, 0.105, 0.053, 0.062, 0.067]}

---

{"formula": "C6H13O", "method": "the ωB97M-V functional and the def2-TZVPD basis", "de_lowest_kj_mol": 129.2, "charge": -1, "smiles": "CCCCCC[O-]", "symbols": ["C", "C", "C", "C", "C", "C", "O", "H", "H", "H", "H", "H", "H", "H", "H", "H", "H", "H", "H", "H"], "coordinates": [[2.99, -1.06, 0.56], [1.62, -0.51, 0.83], [1.13, 0.82, -0.02], [0.20, 0.43, -1.23], [-1.07, -0.25, -0.65], [-2.08, 0.64, 0.13], [-3.31, 0.06, 0.38], [3.42, -1.25, 1.49], [3.60, -0.47, -0.14], [2.99, -2.08, 0.05], [1.52, -0.41, 1.89], [0.89, -1.30, 0.43], [0.74, 1.54, 0.67], [2.01, 1.31, -0.46], [-0.09, 1.30, -1.84], [0.67, -0.36, -1.83], [-0.84, -1.05, 0.03], [-1.67, -0.64, -1.45], [-2.17, 1.46, -0.66], [-1.39, 1.04, 1.04]], "lowdin_charge": [-0.149, -0.229, -0.185, -0.212, -0.274, -0.547, -0.401, 0.027, 0.065, 0.080, 0.080, 0.095, 0.070, 0.074, 0.092, 0.093, 0.060, 0.087, 0.077, 0.096]}

---

{"formula": "C6H13O", "method": "the ωB97M-V functional and the def2-TZVPD basis", "de_lowest_kj_mol": 95.2, "charge": -1, "smiles": "CCCCCC[O-]", "symbols": ["C", "C", "C", "C", "C", "C", "O", "H", "H", "H", "H", "H", "H", "H", "H", "H", "H", "H", "H", "H"], "coordinates": [[-0.67, -0.48, -2.62], [-1.30, -0.55, -1.26], [-0.15, -0.64, -0.20], [-0.60, -0.12, 1.21], [0.27, 1.09, 1.58], [1.82, 0.63, 1.68], [1.98, -0.66, 1.75], [-0.08, 0.44, -2.71], [-0.01, -1.35, -2.76], [-1.23, -0.53, -3.57], [-1.84, 0.40, -1.19], [-1.89, -1.45, -1.07], [0.81, -0.33, -0.59], [0.01, -1.69, 0.07], [-0.38, -0.94, 1.89], [-1.62, 0.27, 1.18], [0.17, 1.86, 0.80], [0.10, 1.62, 2.51], [2.31, 1.19, 0.79], [2.31, 1.25, 2.53]], "lowdin_charge": [-0.167, -0.276, -0.217, -0.233, -0.227, -0.583, -0.320, 0.070, 0.070, 0.056, 0.097, 0.099, 0.096, 0.098, 0.087, 0.086, 0.077, 0.065, 0.059, 0.064]}

---

{"formula": "C6H13O", "method": "the ωB97M-V functional and the def2-TZVPD basis", "de_lowest_kj_mol": 151.8, "charge": 1, "symbols": ["C", "C", "C", "C", "C", "C", "O", "H", "H", "H", "H", "H", "H", "H", "H", "H", "H", "H", "H", "H"], "coordinates": [[2.50, 0.64, -1.03], [1.73, 0.46, 0.42], [-0.05, -1.29, 0.83], [-2.81, -0.24, 0.27], [0.41, -0.04, 0.20], [-0.66, 0.65, -0.55], [-1.79, -0.08, -0.67], [2.12, -0.03, -1.74], [3.66, 0.53, -1.02], [2.24, -0.31, 0.99], [-0.49, -1.96, 0.04], [-0.91, -0.99, 1.51], [0.68, -1.90, 1.38], [-3.70, -0.53, -0.30], [-2.67, -1.09, 0.94], [-2.95, 0.73, 0.84], [2.32, 1.64, -1.49], [1.67, 1.31, 1.10], [-0.43, 0.83, -1.66], [-0.86, 1.68, -0.08]], "lowdin_charge": [-0.009, -0.119, 0.030, -0.078, -0.105, -0.185, -0.194, 0.043, 0.130, 0.116, 0.156, 0.135, 0.116, 0.113, 0.075, 0.129, 0.082, 0.160, 0.203, 0.202]}

---

{"formula": "C6H13O2", "method": "the ωB97M-V functional and the def2-TZVPD basis", "de_lowest_kj_mol": 365.0, "charge": -2, "spin_multiplicity": 2, "symbols": ["C", "O", "C", "C", "C", "C", "C", "H", "H", "H", "H", "H", "H", "H", "H", "H", "H", "H", "H", "H", "O"], "coordinates": [[1.36, -0.34, 1.00], [-0.84, -3.18, -0.61], [-0.09, -0.56, 0.75], [-0.48, -0.43, -0.75], [-0.26, 0.93, -1.26], [1.06, 1.26, -1.60], [-1.37, 1.77, -1.37], [1.65, 0.65, 0.57], [1.61, -0.29, 2.08], [-0.66, 0.19, 1.44], [-0.38, -1.59, 1.03], [-1.57, -0.77, -0.84], [0.10, -1.15, -1.27], [1.31, 2.28, -1.98], [1.73, 0.42, -1.95], [-0.46, 1.19, 4.12], [-2.33, 1.32, -1.12], [-1.24, 2.78, -1.71], [-1.30, -4.09, -0.64], [1.96, -1.13, 0.51], [0.20, 0.74, 3.59]], "lowdin_charge": [-0.166, -0.617, -0.276, -0.254, -0.434, 0.010, 0.044, 0.049, 0.042, 0.112, 0.084, 0.116, 0.064, 0.045, 0.080, -0.237, 0.047, 0.022, -0.183, 0.064, -0.612]}